(1)
Density functional theory data (wB97M-V/def2-TZVPD) for 3 unconnected molecules or ions with the total composition C4H15NO2 in a non-equilibrium geometry.

Geometry (Å):
C: 1.31276 0.52430 0.58263
N: 0.44571 1.68430 0.38477
C: -0.40890 1.95635 -0.88838
C: 0.13565 1.23482 -2.16449
C: -1.78961 1.25107 -0.51504
H: 0.79246 -0.39843 0.17945
H: 2.38898 0.60429 0.20091
H: 1.47295 0.35117 1.67634
H: 0.85139 2.49114 0.76457
H: -0.46004 3.07771 -1.11454
H: -0.52878 1.56263 -3.00027
H: 1.27285 1.23417 -2.30043
H: -0.11045 0.13001 -2.12163
H: -1.66211 0.87432 0.51402
H: -2.68030 1.89966 -0.55382
H: -1.97204 0.39164 -1.19515
O: 1.82221 -3.43419 0.05931
H: 1.58642 -2.51332 -0.19669
H: 1.68870 -3.88265 -0.80965
O: -1.05611 -2.77426 3.50836
H: -1.43313 -3.27367 4.22862
H: -1.66862 -2.99106 2.76110

Forces on atoms 1 to 2 (eV/Å):
0.33 -0.58 -0.15
-0.71 -0.23 -1.44

Calculated values
SMILES   CNC(C)C.O.O
Energy relative to the best compared isomer or geometry (same formula, charge and spin)   218.32 kJ/mol
Net charge   0
E_tot   -9974.823 eV
Gap between HOMO and LUMO   8.9673 eV
E_HOMO   -8.292 eV

(2)
Density functional theory data (wB97M-V/def2-TZVPD) for 2 unconnected molecules or ions with the total composition C4H4N2O in a non-equilibrium geometry.

Geometry (Å):
N: 0.35075 -2.49773 0.90466
C: 0.28667 -1.44939 0.44448
C: 0.12476 -0.05521 0.14256
C: 0.79832 0.70481 1.26689
O: 1.37319 0.65790 -0.03669
H: -0.68795 0.36673 -0.33038
H: 0.35404 1.77708 1.39870
H: 1.20182 0.09459 2.05714
C: -3.18205 -1.43546 -0.87612
N: -2.61884 -0.55398 -0.37665
H: -3.84720 -2.10238 -1.20887

Forces on atoms 1 to 2 (eV/Å):
0.15 -0.36 -0.19
-0.68 -0.38 -0.33

Calculated values
SMILES   N#C[C@H]1CO1.C#N
Energy relative to the best compared isomer or geometry (same formula, charge and spin)   332.24 kJ/mol
Net charge   0
E_tot   -9237.044 eV
Gap between HOMO and LUMO   11.7522 eV
E_HOMO   -10.878 eV

(3)
Density functional theory data (wB97M-V/def2-TZVPD) for 2 unconnected molecules or ions with the total composition C3H9NO2 in a non-equilibrium geometry.

Geometry (Å):
C: -0.65269 -0.83564 1.93493
C: 0.45434 -1.27577 1.04283
O: 1.63600 -1.10106 1.01348
O: 0.00206 -1.94770 -0.12109
H: -1.52557 -1.52560 2.04367
H: -1.05756 0.05053 1.44051
H: -0.20439 -0.70572 2.91138
H: 0.47502 -2.70987 -0.37704
C: -1.17507 2.08315 -1.99494
N: 0.08021 2.64103 -1.50057
H: -1.27603 2.04805 -3.08581
H: -2.03239 2.73718 -1.73491
H: -1.25269 1.11743 -1.48041
H: 0.96949 2.22082 -1.70514
H: -0.06318 2.87053 -0.53559

Forces on atoms 1 to 2 (eV/Å):
-0.40 -0.53 0.06
0.85 -2.15 -3.68

Calculated values
SMILES   CC(=O)O.CN
Energy relative to the best compared isomer or geometry (same formula, charge and spin)   170.26 kJ/mol
Net charge   0
E_tot   -8841.191 eV
Gap between HOMO and LUMO   9.4308 eV
E_HOMO   -8.760 eV

(4)
Density functional theory data (wB97M-V/def2-TZVPD) for C18H22N2O3S in the gas phase in a non-equilibrium geometry.

Geometry (Å):
C: -6.57636 -0.21427 -0.03282
C: -5.17640 -0.77237 -0.17575
O: -4.90192 -1.70898 -0.88582
N: -4.26912 -0.08642 0.58948
C: -2.90049 -0.30470 0.73946
C: -2.23327 -1.35832 0.11404
C: -0.87321 -1.51625 0.30586
C: -0.17967 -0.62514 1.10086
S: 1.57076 -0.86000 1.35394
O: 2.10876 0.29213 2.02585
O: 1.77194 -2.12474 2.00273
N: 2.14254 -1.04851 -0.20105
C: 1.76570 -0.10913 -1.24504
C: 1.29470 1.22917 -0.74503
C: -0.01056 1.64447 -0.97449
C: -0.44712 2.87744 -0.52324
C: 0.41738 3.70795 0.16770
C: 1.72502 3.30805 0.38638
C: 2.16415 2.08144 -0.07593
C: 3.39800 -1.77465 -0.31236
C: 4.61726 -0.86238 -0.16605
C: 3.44803 -2.59338 -1.60110
C: -0.82975 0.41474 1.73731
C: -2.18873 0.57515 1.55872
H: -6.89872 -0.26847 1.00488
H: -6.60297 0.82441 -0.35582
H: -7.25591 -0.79614 -0.64825
H: -4.62909 0.68961 1.12857
H: -2.78530 -2.04012 -0.51101
H: -0.33887 -2.33065 -0.15646
H: 2.63171 0.04991 -1.89449
H: 0.96949 -0.56511 -1.85110
H: -0.69233 0.99629 -1.50754
H: -1.46529 3.18669 -0.71048
H: 0.07575 4.66714 0.52839
H: 2.40665 3.95508 0.91754
H: 3.18483 1.77830 0.09348
H: 3.37519 -2.46236 0.53789
H: 4.53182 -0.29180 0.75585
H: 4.69798 -0.17345 -1.00548
H: 5.52410 -1.46030 -0.12578
H: 4.30951 -3.25522 -1.57525
H: 2.54896 -3.19590 -1.69602
H: 3.53372 -1.95292 -2.47600
H: -0.25351 1.08704 2.35222
H: -2.70537 1.38669 2.05122

Forces on atoms 1 to 2 (eV/Å):
-0.03 -0.20 -0.16
-0.37 0.28 0.12

Calculated values
SMILES   CC(=O)Nc1ccc(S(=O)(=O)N(Cc2ccccc2)C(C)C)cc1
Energy relative to the best compared isomer or geometry (same formula, charge and spin)   135.38 kJ/mol
Net charge   0
E_tot   -38981.199 eV
Gap between HOMO and LUMO   9.2014 eV
E_HOMO   -8.732 eV

(5)
Density functional theory data (wB97M-V/def2-TZVPD) for C4H5NO in the gas phase.

Geometry (Å):
C: -0.98132 -0.64551 0.58074
C: 0.37513 0.07913 0.58285
C: 1.26366 -0.00112 -0.45738
O: 0.97142 0.50933 -1.64592
C: -0.64408 1.55952 -0.41355
N: -0.19625 1.30458 -1.55419
H: -1.74356 -0.04766 1.08409
H: -1.33305 -0.86558 -0.42819
H: -0.85078 -1.59198 1.11661
H: 0.84838 0.05704 1.56426
H: 2.29044 -0.35773 -0.42933

Forces on atoms 1 to 2 (eV/Å):
-0.13 -0.07 -0.04
0.23 -0.06 -0.06

Calculated values
Energy relative to the best compared isomer or geometry (same formula, charge and spin)   564.10 kJ/mol
Net charge   0
E_tot   -7760.680 eV
Gap between HOMO and LUMO   8.3598 eV
E_HOMO   -9.046 eV

(6)
Density functional theory data (wB97M-V/def2-TZVPD) for C2H4N2O2 in the gas phase in a non-equilibrium geometry.

Geometry (Å):
C: -1.27050 1.15026 0.05862
N: -0.67950 0.01503 0.04711
O: -1.11637 -1.15546 0.03598
C: 0.78509 0.04954 0.13659
N: 1.21381 -1.27432 -0.02240
O: 1.41677 1.08833 0.34825
H: -2.31216 1.25642 0.23193
H: -0.59120 2.06475 -0.18190
H: 0.52341 -1.94086 -0.11460
H: 2.03065 -1.25368 -0.53959

Forces on atoms 1 to 2 (eV/Å):
1.41 2.50 -0.72
0.41 0.63 0.37

Calculated values
SMILES   C=[N+]([O-])C(N)=O
Energy relative to the best compared isomer or geometry (same formula, charge and spin)   362.80 kJ/mol
Net charge   0
E_tot   -9211.463 eV
Gap between HOMO and LUMO   9.4295 eV
E_HOMO   -9.555 eV

(7)
Density functional theory data (wB97M-V/def2-TZVPD) for 5 unconnected molecules or ions with the total composition C33H55F12IN3O9S in a non-equilibrium geometry.

Geometry (Å):
C: -4.68447 -1.64946 4.31395
C: -3.33857 -1.17712 3.76361
C: -2.97120 0.26781 4.11954
C: -4.06089 1.31753 3.93969
C: -4.35083 1.70607 2.49330
N: -3.20235 2.33359 1.85754
C: -2.14914 1.71958 1.31643
N: -2.09561 0.52185 0.80291
O: -3.22220 -0.26745 0.78934
C: -3.17320 -1.25933 -0.26831
C: -4.54280 -1.38155 -0.92825
C: -5.25119 -0.02519 -1.00396
C: -5.44009 -2.42541 -0.24071
C: -4.94941 -3.85289 -0.47085
C: -5.57732 -2.19168 1.26878
N: -1.05900 2.57860 1.29854
C: 0.08480 2.22884 0.45720
C: 1.25596 3.19043 0.68487
C: 2.60800 2.46652 0.56618
I: 3.83469 3.28131 -0.99239
C: -1.67798 3.90007 0.97071
C: -3.18423 3.73301 1.36137
S: -3.80936 4.96068 2.47742
H: -4.79486 -2.70563 4.07918
H: -4.69485 -1.54852 5.39785
H: -5.51545 -1.10161 3.87802
H: -2.57700 -1.81933 4.20792
H: -3.30220 -1.37242 2.69163
H: -2.69569 0.27634 5.17554
H: -2.05691 0.55418 3.59361
H: -4.99590 0.99551 4.39015
H: -3.74551 2.21834 4.46848
H: -4.73951 0.84843 1.95089
H: -5.15462 2.43899 2.51942
H: -1.25070 0.11843 0.42855
H: -2.43222 -0.97776 -1.01539
H: -2.89015 -2.19405 0.21066
H: -4.40316 -1.70896 -1.95927
H: -6.14436 -0.10973 -1.61757
H: -4.60357 0.71865 -1.47005
H: -5.56113 0.32039 -0.02279
H: -6.42762 -2.31944 -0.69158
H: -5.15360 -4.18471 -1.48585
H: -5.47303 -4.52300 0.20513
H: -3.88773 -3.93086 -0.24583
H: -6.43705 -2.74644 1.63937
H: -5.73106 -1.14903 1.53740
H: -4.70979 -2.59702 1.79223
H: -0.18223 2.17429 -0.60450
H: 0.41489 1.23157 0.75476
H: 1.23037 3.95471 -0.08493
H: 1.16081 3.63860 1.66923
H: 2.50095 1.41382 0.33155
H: 3.19343 2.53880 1.47468
H: -1.55326 4.11491 -0.08640
H: -1.20582 4.65213 1.59410
H: -3.72210 3.71565 0.41547
H: -4.98661 5.15452 1.87892
C: 2.68062 5.25537 -4.05845
C: 3.45780 6.53074 -4.29644
O: 2.81046 7.35045 -5.28765
C: 1.80986 8.09797 -4.84987
O: 1.38925 8.15193 -3.73287
C: 1.25345 8.95054 -6.00668
F: 1.12511 8.22755 -7.11876
F: 2.08391 9.96462 -6.25543
F: 0.06700 9.44360 -5.68471
H: 2.53450 4.71389 -4.99362
H: 3.20778 4.60938 -3.35452
H: 1.69704 5.47384 -3.64112
H: 4.44500 6.31819 -4.69993
H: 3.58347 7.10050 -3.37676
C: -0.47332 -5.45242 5.34351
C: -0.51421 -5.33688 3.83633
O: -1.69856 -5.96402 3.29885
C: -2.80215 -5.24431 3.30911
O: -2.93288 -4.11906 3.69778
C: -3.95129 -6.05367 2.67858
F: -3.95939 -7.31133 3.10338
F: -3.81203 -6.04790 1.34679
F: -5.12208 -5.49966 2.96845
H: -0.54984 -6.49606 5.64702
H: 0.46260 -5.04526 5.72343
H: -1.29851 -4.90814 5.80192
H: 0.31754 -5.87016 3.38268
H: -0.47044 -4.29871 3.50931
C: 6.61633 0.90156 1.10222
C: 6.90174 0.86344 -0.38329
O: 8.10156 0.11725 -0.66542
C: 7.94867 -1.19623 -0.70884
O: 6.94566 -1.80273 -0.47428
C: 9.27366 -1.85397 -1.14273
F: 10.30961 -1.31229 -0.50988
F: 9.44941 -1.68366 -2.45884
F: 9.24833 -3.15341 -0.88795
H: 7.47391 1.29811 1.64542
H: 5.75302 1.53742 1.29829
H: 6.40911 -0.09643 1.48759
H: 7.09045 1.86519 -0.76186
H: 6.06777 0.44518 -0.94518
C: 6.14293 -3.31492 -3.17009
C: 5.67866 -3.01627 -4.57757
O: 4.35108 -3.54120 -4.80219
C: 3.35339 -2.79622 -4.36911
O: 3.42172 -1.73866 -3.81395
C: 2.01349 -3.47499 -4.71417
F: 2.04396 -4.77910 -4.44818
F: 1.74399 -3.31367 -6.01062
F: 1.02527 -2.92848 -4.01063
H: 6.09726 -4.38561 -2.96980
H: 7.16738 -2.98111 -3.03958
H: 5.51598 -2.81202 -2.43713
H: 6.31075 -3.50622 -5.31404
H: 5.68777 -1.94747 -4.78599

Forces on atoms 1 to 2 (eV/Å):
0.48 0.00 -0.06
0.03 -0.20 0.25

Calculated values
Net charge   +1
E_tot   -109550.549 eV
Gap between HOMO and LUMO   9.5132 eV
E_HOMO   -12.063 eV

(8)
Density functional theory data (wB97M-V/def2-TZVPD) for C5H3NO3 in the gas phase in a non-equilibrium geometry.

Geometry (Å):
C: -2.48471 -1.01665 0.04745
C: -1.20009 -0.58984 -0.05446
N: 0.03678 -1.42090 -0.14381
C: 1.21607 -0.69478 0.02322
O: 2.32539 -1.20590 0.19499
C: 0.81590 0.80102 -0.11363
O: 1.53257 1.74013 -0.09021
C: -0.70413 0.82978 -0.08126
O: -1.37115 1.80832 0.16719
H: -2.80739 -2.06731 -0.01602
H: -3.30022 -0.29716 0.09676
H: 0.09736 -2.40671 -0.17775

Forces on atoms 1 to 2 (eV/Å):
1.16 0.17 -0.50
0.29 -1.80 -0.29

Calculated values
SMILES   C=C1NC(=O)C(=O)C1=O
Energy relative to the best compared isomer or geometry (same formula, charge and spin)   30.99 kJ/mol
Net charge   0
E_tot   -12864.624 eV
Gap between HOMO and LUMO   8.2732 eV
E_HOMO   -10.007 eV

(9)
Density functional theory data (wB97M-V/def2-TZVPD) for a molecular structure, C3H4F2O in a non-equilibrium geometry.

Geometry (Å):
C: 0.74968 -1.68362 -0.05834
C: 0.73508 -0.53353 -0.72415
C: -0.71174 1.26229 0.50052
O: 0.57022 1.00499 0.28262
F: 0.94229 -0.25515 -2.02887
F: -1.46513 1.24588 -0.59899
H: 0.69629 -2.66817 -0.57226
H: 0.56444 -1.44756 0.93574
H: -0.77863 2.38706 0.90642
H: -1.30250 0.68780 1.35730

Forces on atoms 1 to 2 (eV/Å):
-0.51 1.17 -2.70
0.19 2.34 0.55

Calculated values
Energy relative to the best compared isomer or geometry (same formula, charge and spin)   327.30 kJ/mol
Net charge   0
E_tot   -10654.567 eV
Gap between HOMO and LUMO   10.8645 eV
E_HOMO   -10.379 eV

(10)
Density functional theory data (wB97M-V/def2-TZVPD) for C7H14S2 in the gas phase in a non-equilibrium geometry.

Geometry (Å):
C: -1.90832 0.55409 0.80809
C: -0.67848 -0.48055 -0.48655
C: -1.66023 1.93381 1.07423
C: 1.73061 0.39989 -0.19106
C: 0.90836 -0.36837 -2.39560
C: 0.30540 -1.94871 1.70307
C: 0.52358 0.24453 -1.04901
S: -2.29415 0.06182 -0.96710
S: -0.40650 -2.10992 0.07999
H: -2.11286 -0.25458 1.43222
H: -0.70192 2.07913 1.62219
H: -2.47230 2.54490 1.49895
H: -1.53012 2.40086 0.11504
H: 2.20416 -0.50084 -0.21712
H: 1.54325 0.55143 0.80871
H: 2.33668 1.17912 -0.51463
H: 1.51942 0.34066 -2.90441
H: 0.01093 -0.46089 -3.00921
H: 1.38115 -1.42829 -2.20420
H: 0.13253 -0.90674 1.94946
H: 1.31578 -2.32712 1.76295
H: -0.24177 -2.68233 2.32750
H: 0.09480 1.17809 -1.24352

Forces on atoms 1 to 2 (eV/Å):
1.12 -3.02 -5.05
-0.70 1.71 2.36

Calculated values
Energy relative to the best compared isomer or geometry (same formula, charge and spin)   315.76 kJ/mol
Net charge   0
E_tot   -29153.483 eV
Gap between HOMO and LUMO   8.6879 eV
E_HOMO   -7.951 eV

(11)
Density functional theory data (wB97M-V/def2-TZVPD) for 2 unconnected molecules or ions with the total composition CH2F2N2 in a non-equilibrium geometry.

Geometry (Å):
C: 0.03405 0.12202 0.38478
N: -2.69659 -0.95992 0.28435
N: 1.08367 0.71813 -0.01544
F: 0.24304 -1.18159 0.27400
F: 1.33362 2.03138 -0.02345
H: -1.88779 -1.05918 -0.35764
H: 1.89000 0.32917 -0.54660

Forces on atoms 1 to 2 (eV/Å):
-1.60 1.24 1.21
0.00 -0.04 -0.11

Calculated values
Energy relative to the best compared isomer or geometry (same formula, charge and spin)   748.95 kJ/mol
Net charge   0
E_tot   -9475.854 eV
Gap between HOMO and LUMO (spin up / spin down)   9.5590 / 9.4099 eV
E_HOMO (spin up / spin down)   -10.175 / -10.042 eV

(12)
Density functional theory data (wB97M-V/def2-TZVPD) for a molecular structure, C17H20MoN5O6S3Te in a non-equilibrium geometry.

Geometry (Å):
Mo: 1.15783 -1.65390 -0.03923
C: -1.95163 -2.88862 3.03093
C: -0.63543 -2.64011 2.36529
S: -0.45737 -3.19836 0.71157
C: 0.39892 -2.06738 3.00377
C: 0.31890 -1.60601 4.42272
S: 1.93274 -1.85068 2.17659
H: -2.66038 -3.29121 2.31260
H: -2.34002 -1.95383 3.43635
H: -1.83262 -3.59801 3.85198
H: 0.10073 -2.44349 5.08840
H: -0.48077 -0.86829 4.51394
H: 1.26191 -1.15380 4.72030
C: -0.12623 -0.45162 -5.92044
O: 0.56129 -0.11703 -4.73162
C: 0.38971 -0.80303 -3.58529
O: 1.07599 -0.52578 -2.63395
N: -0.51859 -1.82231 -3.60012
N: -0.75323 -2.47455 -2.37922
H: 0.25838 0.24147 -6.66736
H: -1.20433 -0.29529 -5.81743
H: 0.08119 -1.47926 -6.23017
H: -1.29588 -1.76538 -4.25250
H: -0.80932 -3.48008 -2.52368
H: -1.59853 -2.12636 -1.91919
S: -1.45123 -0.20553 -0.22453
C: -1.59619 0.56521 -1.70958
N: -0.78773 1.66800 -1.97372
C: -0.83647 2.28433 -3.19274
C: -1.76483 1.88043 -4.10972
C: -2.59253 0.80116 -3.76245
N: -2.48261 0.15478 -2.59678
H: -0.00555 1.86620 -1.35903
H: -0.12214 3.07148 -3.36147
H: -1.83078 2.34692 -5.07801
H: -3.35338 0.42890 -4.43547
Te: 2.58600 -3.29659 -1.24396
O: 2.02474 2.18252 -0.71196
C: 1.83278 1.35469 0.17015
O: 1.52299 0.12917 -0.05522
C: 1.86651 1.75253 1.62141
C: 2.95561 2.46317 2.12912
C: 2.92357 2.93038 3.43510
C: 1.81017 2.73082 4.22026
C: 0.71469 2.02381 3.71041
C: 0.75775 1.50475 2.41330
N: -0.43649 1.87052 4.50648
O: -0.49066 2.48176 5.58551
O: -1.34948 1.13127 4.10532
H: 3.81435 2.63910 1.49917
H: 3.77107 3.47112 3.83080
H: 1.74632 3.11798 5.22472
H: -0.09979 0.96404 2.02864

Forces on atoms 1 to 2 (eV/Å):
0.39 -4.16 0.56
0.10 0.03 0.04

Calculated values
Energy relative to the best compared isomer or geometry (same formula, charge and spin)   294.02 kJ/mol
Net charge   -1
E_tot   -79342.377 eV
Gap between HOMO and LUMO (spin up / spin down)   3.9156 / 3.9165 eV
E_HOMO (spin up / spin down)   -2.491 / -2.492 eV

Which value of E_tot does entry 9 give?
-10654.567 eV

What is the net charge in the first record?
0